160
Properties=species:S:1:pos:R:3:forces:R:3 method="wB97M-V/def2-TZVPD" homo_ev=-8.90 orbital_gap_ha=0.3277 energy_ha=-40593.60150 multiplicity=1
C 0.892223 1.980725 -6.138464 -1.004 -0.551 0.831
C -0.292300 2.116743 -5.124072 -0.169 0.659 -0.031
C 0.130003 2.548978 -3.695295 0.704 -0.189 -0.387
C 0.939157 1.496615 -2.867630 -0.934 0.467 0.633
N 0.545408 0.104567 -3.070564 0.759 -0.305 -0.738
P 1.763660 -0.875598 -3.884661 -1.272 1.051 1.701
I 3.530070 -2.354124 -4.951601 0.770 -0.717 -0.714
H 0.597863 2.456532 -7.079201 0.419 -0.095 0.137
H 1.055596 0.907484 -6.320523 0.282 0.429 -0.192
H 1.789202 2.431907 -5.699456 -0.032 -0.046 -0.418
H -0.941599 1.222839 -5.110775 0.732 0.566 -0.126
H -0.949296 2.919974 -5.504387 0.138 -0.272 0.227
H 0.798931 3.415529 -3.820922 -0.220 -0.076 0.097
H -0.717268 2.924598 -3.102612 0.042 -0.388 -0.264
H 2.028136 1.630730 -2.997547 -0.295 -0.218 -0.214
H 0.750951 1.718242 -1.804835 0.249 0.172 -0.261
H -0.374319 0.018561 -3.472671 -0.088 0.030 0.041
H 2.236956 0.178375 -4.702374 0.081 -0.517 0.123
H 0.820726 -1.851344 -4.283261 0.263 0.293 0.059
H 2.457354 -1.061746 -2.656525 -0.040 -0.028 -0.763
C 2.434222 1.732253 1.194259 0.209 -0.461 0.192
Cl 2.606593 0.443953 -0.006156 -0.002 0.166 -0.093
Cl 0.772236 2.342113 1.224373 1.521 1.162 -0.545
Cl 2.892749 1.076537 2.767258 -0.222 0.125 -0.094
H 3.096147 2.552453 0.939376 -0.055 -0.025 0.012
C 5.927636 -1.267085 4.352602 -0.157 -0.175 -0.089
Cl 5.839127 -0.660082 2.697001 0.315 -0.043 -0.067
Cl 4.290130 -1.424330 4.990722 0.026 0.012 0.172
Cl 6.783101 -2.810259 4.418652 -0.333 0.182 0.313
H 6.470665 -0.549756 4.955256 -0.027 -0.020 -0.023
C 2.262235 8.541926 -8.016669 -0.086 -0.052 -0.033
Cl 2.110068 7.702604 -9.560681 0.172 -0.140 0.184
Cl 0.718809 9.289046 -7.576792 0.489 -0.247 -0.068
Cl 2.832019 7.423396 -6.766286 -0.067 0.147 0.014
H 2.998580 9.328352 -8.129509 -0.015 -0.046 0.033
C 1.112110 -0.850157 7.836634 0.090 -0.097 0.019
Cl 0.436787 -1.655137 9.256416 -0.006 0.121 -0.036
Cl 2.700399 -0.167234 8.201401 -0.099 0.007 -0.018
Cl 1.209210 -1.983658 6.485953 0.110 0.167 -0.020
H 0.450412 -0.040301 7.555363 0.023 -0.033 -0.003
C -1.948757 -4.278320 4.848232 -0.032 0.324 0.225
Cl -0.447608 -4.229643 3.910167 0.128 -0.263 1.987
Cl -1.643510 -3.810503 6.523622 -0.192 -0.146 -0.054
Cl -3.157891 -3.227812 4.111342 0.098 -0.251 0.127
H -2.319715 -5.293881 4.843629 0.012 0.012 -0.034
C -6.272630 -6.089104 4.667342 -0.032 -0.098 0.159
Cl -7.209945 -7.562762 4.923511 -0.018 0.304 -0.362
Cl -6.341661 -5.051238 6.096004 0.054 -0.061 -0.072
Cl -4.596376 -6.482546 4.262235 -0.079 -0.142 -0.067
H -6.704195 -5.549425 3.834920 0.058 0.010 0.011
C 2.190776 -2.549806 -8.994905 -0.018 -0.025 -0.193
Cl 0.616538 -3.224888 -9.427904 0.372 0.204 0.109
Cl 3.496585 -3.631595 -9.492961 -0.060 0.030 0.090
Cl 2.400571 -0.944741 -9.705740 -0.002 -0.042 0.071
H 2.228713 -2.449497 -7.918282 0.070 0.027 0.087
C -7.483418 -2.743180 2.233591 0.127 -0.105 0.032
Cl -8.273528 -3.481597 3.629479 -0.040 0.132 -0.130
Cl -5.881482 -2.142839 2.673001 -0.165 0.070 -0.100
Cl -7.373895 -3.897248 0.899918 -0.013 0.054 0.045
H -8.084011 -1.903039 1.908879 -0.004 -0.032 0.021
C -3.478842 -3.595112 -9.324478 0.103 -0.024 0.103
Cl -2.049993 -4.554246 -9.721857 -0.423 -0.146 -0.050
Cl -4.293787 -4.252204 -7.901157 0.014 0.028 -0.071
Cl -3.040061 -1.902678 -9.065245 -0.028 -0.042 -0.031
H -4.164348 -3.643662 -10.161151 0.023 0.010 0.033
C 10.342402 -3.715644 1.934262 -0.082 0.023 0.038
Cl 10.068336 -5.457020 2.057562 0.021 0.069 -0.032
Cl 8.816274 -2.835278 2.062651 0.384 -0.090 -0.309
Cl 11.479209 -3.175069 3.174878 -0.020 -0.007 -0.069
H 10.776335 -3.508818 0.964032 0.004 -0.024 0.043
C -4.447591 0.319382 -4.399629 -0.101 -0.004 0.191
Cl -2.716486 -0.038568 -4.331725 -0.521 -0.281 0.034
Cl -5.356968 -0.794533 -3.374515 0.054 0.053 -0.086
Cl -4.751547 1.993839 -3.928123 0.032 -0.074 -0.056
H -4.779004 0.188411 -5.422200 0.045 -0.010 0.027
C 1.558984 -5.777593 -6.283801 -0.020 -0.082 0.078
Cl 1.670705 -7.125273 -7.421193 0.000 0.092 0.009
Cl -0.084129 -5.125535 -6.249349 0.045 0.045 -0.010
Cl 2.057066 -6.280561 -4.666706 0.000 0.041 -0.093
H 2.229547 -4.993349 -6.617750 -0.013 -0.015 0.045
C -0.090668 -5.394882 11.348011 0.073 0.050 -0.216
Cl 0.264102 -3.901128 12.223181 -0.055 -0.021 -0.003
Cl -0.004312 -5.134095 9.605446 -0.052 -0.096 0.117
Cl 1.024144 -6.675616 11.842499 -0.023 -0.007 0.104
H -1.097947 -5.705056 11.597001 0.046 0.001 0.019
C -7.585276 -10.465099 7.684943 0.159 0.011 -0.051
Cl -6.472490 -9.095801 7.617696 -0.016 -0.266 0.352
Cl -8.666453 -10.462740 6.285477 -0.002 0.002 0.059
Cl -6.697264 -11.989332 7.780932 -0.066 0.061 0.021
H -8.189007 -10.368078 8.578408 0.008 -0.007 -0.043
C 2.992624 -10.027165 11.209847 0.064 -0.114 0.093
Cl 2.321995 -10.855419 12.618880 0.010 0.091 -0.091
Cl 4.575765 -9.337739 11.590259 -0.091 0.015 -0.053
Cl 3.106687 -11.131318 9.834264 0.031 0.058 0.024
H 2.324581 -9.218270 10.939975 0.033 -0.030 -0.013
C -3.450924 10.074818 -8.604418 -0.085 -0.055 0.077
Cl -3.838463 8.359237 -8.774767 0.049 0.084 -0.028
Cl -4.868060 10.985951 -8.075837 0.071 0.000 -0.074
Cl -2.108973 10.299668 -7.475544 -0.463 0.128 -0.148
H -3.146529 10.452063 -9.573051 0.000 -0.014 0.038
C 1.352444 -5.290053 15.479863 0.064 -0.016 0.148
Cl 3.051057 -5.728741 15.685643 -0.087 0.018 -0.054
Cl 0.300259 -6.513624 16.200303 0.018 0.046 -0.074
Cl 1.027838 -3.697877 16.175777 0.002 -0.074 -0.088
H 1.141361 -5.244691 14.419283 0.018 0.003 0.042
C 7.151506 -11.967471 10.732746 0.167 -0.029 0.021
Cl 8.546191 -11.248764 9.923248 0.000 -0.058 0.359
Cl 6.942967 -13.650614 10.236681 -0.040 0.082 -0.010
Cl 7.318821 -11.849813 12.487500 -0.059 0.009 -0.054
H 6.266327 -11.415118 10.439180 0.025 -0.020 0.017
C 1.242350 10.295590 -12.974742 0.081 0.074 0.117
Cl 0.532160 9.864956 -11.416097 -0.144 0.164 -0.201
Cl 1.819463 11.964085 -12.947038 -0.007 -0.129 -0.049
Cl 2.552535 9.184481 -13.390619 -0.074 0.021 0.000
H 0.473978 10.213983 -13.733253 0.039 -0.004 0.018
C -0.260693 -4.100004 1.076082 -0.027 0.123 -0.973
Cl 0.738058 -2.694767 0.691073 0.049 0.005 0.015
Cl -1.595671 -4.249718 -0.071955 -0.021 -0.003 -0.009
Cl 0.714197 -5.573540 1.094886 -0.028 0.060 0.039
H -0.679053 -3.957566 2.065436 -0.009 0.084 -1.193
C 7.315981 -10.332267 6.349390 0.168 0.031 0.135
Cl 6.170543 -10.431760 7.694259 -0.179 0.038 -0.206
Cl 7.825965 -8.660838 6.091366 -0.050 -0.083 -0.013
Cl 8.715168 -11.373761 6.634194 -0.101 0.034 -0.272
H 6.815140 -10.676748 5.453555 0.001 0.012 0.045
C 3.130526 7.821314 -1.675832 0.119 0.044 0.159
Cl 4.822764 7.315820 -1.700090 -0.097 0.022 -0.021
Cl 2.108808 6.556625 -0.983386 -0.035 0.001 -0.120
Cl 2.938344 9.333390 -0.785918 0.050 -0.093 0.009
H 2.812498 7.988808 -2.696552 0.034 -0.030 0.042
C 0.241110 15.502246 -11.187368 0.076 -0.133 -0.002
Cl -0.072818 14.318177 -9.913595 -0.013 0.058 -0.043
Cl 1.923464 16.039244 -11.137923 -0.084 0.002 -0.001
Cl -0.150932 14.828704 -12.772647 -0.065 0.147 0.054
H -0.394844 16.361658 -11.016534 0.027 -0.031 -0.005
C 2.202285 5.413030 3.988409 0.182 0.100 0.096
Cl 2.229718 5.856529 2.281704 -0.033 -0.088 0.010
Cl 3.279591 4.048860 4.305915 -0.107 0.151 -0.013
Cl 2.658228 6.803754 4.978455 -0.072 -0.035 0.033
H 1.194670 5.120821 4.258310 0.037 -0.009 -0.047
C 0.200366 11.128359 -3.470911 -0.079 0.219 0.002
Cl 1.251968 12.547497 -3.473721 -0.053 -0.078 0.022
Cl -1.096569 11.307895 -4.663611 0.215 -0.040 0.259
Cl 1.133211 9.663253 -3.756878 -0.118 -0.059 -0.260
H -0.254972 11.046054 -2.491636 0.016 0.017 -0.035
C -1.533057 0.926021 2.200411 -0.657 -0.524 0.166
Cl -1.259685 -0.612131 3.022146 0.043 0.127 0.026
Cl -2.875464 0.792612 1.058999 -0.007 0.009 -0.013
Cl -1.835706 2.215763 3.371583 0.033 0.008 -0.024
H -0.637706 1.176592 1.644333 -0.912 -0.663 0.390
C -11.904877 -1.193619 3.797906 0.030 -0.009 0.188
Cl -12.555353 0.176398 4.701632 0.012 -0.068 -0.071
Cl -10.553872 -0.675578 2.780507 -0.055 0.010 -0.017
Cl -11.415093 -2.488440 4.895855 -0.103 0.098 -0.084
H -12.686144 -1.574652 3.152384 0.047 0.010 0.004
C -7.431016 14.260830 -9.404147 0.106 -0.117 -0.027
Cl -7.846408 13.186129 -8.064815 -0.015 0.064 -0.031
Cl -5.759405 14.815282 -9.262461 -0.081 0.006 0.002
Cl -7.690912 13.454475 -10.954356 -0.010 0.059 0.068
H -8.080497 15.125873 -9.358510 0.022 -0.034 0.002